(1)
Below is an isolated molecule of C4H5NO2, with properties calculated with wB97M-V/def2-TZVPD.

Cartesian coordinates (Å):
C 1.187 -0.184 -0.979
C 0.109 0.853 -0.550
O 0.266 2.049 -0.677
C -1.277 0.161 -0.127
C -1.071 -0.198 1.254
N -0.365 -0.582 2.071
O 0.260 -0.698 3.079
H 2.152 0.203 -1.203
H 1.079 -0.868 -0.039
H 0.928 -0.858 -1.839
H -2.093 0.839 -0.316
H -1.177 -0.718 -0.675

The value obtained for the LUMO energy is 0.5 eV. The charge is 0. The calculation puts the relative energy (zero: lowest compared OMol25 entry of this formula, charge and spin) at 93.7 kcal per mole.


(2)
Below is an isolated molecule of C4H5NO2, with properties calculated with wB97M-V/def2-TZVPD.

Cartesian coordinates (Å):
O -2.887 -0.415 -0.495
C -2.050 0.332 -0.927
C -0.538 0.105 -0.761
O 0.141 0.243 -1.756
N -0.076 -0.400 0.464
C 0.934 0.407 1.196
C 1.333 -0.788 0.432
H -2.284 1.147 -1.639
H 0.846 0.343 2.281
H 1.224 1.383 0.782
H 1.844 -0.623 -0.511
H 1.513 -1.733 0.933

The value obtained for the LUMO energy is -0.2 eV. The charge is 0. The calculation puts the relative energy (zero: lowest compared OMol25 entry of this formula, charge and spin) at 51.9 kcal per mole.


(3)
Below is an isolated molecule of C4H5NO2, with properties calculated with wB97M-V/def2-TZVPD.

Cartesian coordinates (Å):
C -1.751 0.422 0.215
C -0.337 -0.161 0.009
C -0.690 -1.471 -0.030
O 1.972 -1.318 -0.317
C 1.891 -0.126 -0.092
O 2.977 0.652 0.029
N 0.708 0.598 0.081
H -1.787 0.830 1.224
H -1.855 1.204 -0.539
H -2.580 -0.290 0.105
H -1.170 -1.916 -0.904
H 2.658 1.551 0.212

The value obtained for the LUMO energy is -0.8 eV. The charge is 0. The calculation puts the relative energy (zero: lowest compared OMol25 entry of this formula, charge and spin) at 81.6 kcal per mole.


(4)
Below is an isolated molecule of C4H5NO2, with properties calculated with wB97M-V/def2-TZVPD.

Cartesian coordinates (Å):
O 1.958 1.535 0.706
C 2.121 0.397 0.361
C 1.003 -0.558 0.098
O 1.255 -1.709 -0.195
N -0.262 -0.170 0.305
C -1.415 -0.652 -0.367
C -1.350 0.774 0.015
H 3.099 -0.082 0.189
H -2.052 -1.244 0.258
H -1.330 -0.943 -1.420
H -1.249 1.408 -0.851
H -1.778 1.246 0.899

The value obtained for the LUMO energy is -0.1 eV. The charge is 0. The calculation puts the relative energy (zero: lowest compared OMol25 entry of this formula, charge and spin) at 52.9 kcal per mole.


(5)
Below is a cluster of 2 separate species, C4H5NO2 in total, with properties calculated with wB97M-V/def2-TZVPD.

Cartesian coordinates (Å):
C -2.162 0.275 0.143
C 1.212 -1.080 0.235
C 1.494 0.506 -0.473
C 0.280 0.999 -0.116
H -2.493 1.219 0.988
H 1.183 -1.048 1.780
H 1.982 -1.959 -0.251
H 2.403 0.964 -0.980
H 0.197 2.014 -0.548
N -0.751 -0.025 0.128
O -3.157 -0.512 -0.432
O -0.189 -1.352 -0.474

The value obtained for the LUMO energy is 0.2 eV. The charge is 0. The calculation puts the relative energy (zero: lowest compared OMol25 entry of this formula, charge and spin) at 218.3 kcal per mole.


(6)
Below is an isolated molecule of C4H5NO2, with properties calculated with wB97M-V/def2-TZVPD.

Cartesian coordinates (Å):
C 1.214 0.858 1.194
C 0.191 -0.013 0.599
C -0.584 -0.985 0.333
O -1.033 -2.229 0.428
N -0.991 0.195 -0.410
C -0.532 0.329 -1.741
O 0.598 0.625 -2.051
H 1.864 1.257 0.410
H 0.742 1.696 1.719
H 1.820 0.291 1.907
H -1.941 -2.248 0.094
H -1.347 0.223 -2.480

The value obtained for the LUMO energy is 0.5 eV. The charge is 0. The calculation puts the relative energy (zero: lowest compared OMol25 entry of this formula, charge and spin) at 85.9 kcal per mole.


(7)
Below is an isolated molecule of C4H5NO2, with properties calculated with wB97M-V/def2-TZVPD.

Cartesian coordinates (Å):
O -2.655 1.647 0.098
C -1.587 1.232 -0.281
C -0.916 0.039 0.305
C -0.272 -1.004 -0.631
N 0.505 -0.015 0.064
C 1.654 -0.135 0.623
O 2.435 -1.105 0.205
H -1.049 1.682 -1.145
H -1.273 -0.266 1.289
H -0.385 -0.687 -1.678
H 1.814 -1.719 -0.272
H 2.027 0.512 1.409

The value obtained for the LUMO energy is 0.3 eV. The charge is 0. The calculation puts the relative energy (zero: lowest compared OMol25 entry of this formula, charge and spin) at 104.4 kcal per mole.


(8)
Below is a structure of composition C4H5NO2, with properties calculated with wB97M-V/def2-TZVPD.

Cartesian coordinates (Å):
O -0.735 -2.128 2.026
C -0.098 -0.601 1.073
N -0.755 0.372 0.513
C -0.617 0.535 -0.920
C 0.745 1.138 -1.231
O 1.583 1.329 -0.385
C 0.377 -1.745 1.483
H -0.684 1.241 1.031
H -1.407 1.168 -1.336
H -0.691 -0.450 -1.395
H 0.924 1.400 -2.290
H 1.357 -2.258 1.432

The value obtained for the LUMO energy is 0.6 eV. The charge is 0. The calculation puts the relative energy (zero: lowest compared OMol25 entry of this formula, charge and spin) at 107.3 kcal per mole.


(9)
Below is a cluster of 3 separate species, C4H5NO2 in total, with properties calculated with wB97M-V/def2-TZVPD.

Cartesian coordinates (Å):
O -1.859 -1.993 -1.229
C -0.997 -1.419 -0.773
C -1.194 0.522 0.479
C -0.165 0.203 1.441
N -0.168 1.236 0.347
C 1.589 0.295 -1.030
O 2.502 0.069 -0.275
H 0.737 -0.405 -1.128
H -2.218 0.512 0.137
H 0.509 -0.650 1.311
H -0.275 0.584 2.450
H 1.554 1.174 -1.699

The value obtained for the LUMO energy is 0.1 eV. The charge is 0. The calculation puts the relative energy (zero: lowest compared OMol25 entry of this formula, charge and spin) at 101.4 kcal per mole.


(10)
Below is a structure of composition C4H5NO2, with properties calculated with wB97M-V/def2-TZVPD.

Cartesian coordinates (Å):
C 1.310 0.181 -1.565
C 0.328 0.033 -0.463
C -1.200 0.331 -0.515
O -1.634 -0.847 0.180
C -0.861 -0.227 1.144
O -1.250 -0.477 2.410
N 0.550 -0.297 0.757
H 2.311 -0.068 -1.207
H 1.046 -0.478 -2.400
H 1.297 1.208 -1.947
H -1.163 0.939 0.834
H -0.548 -0.159 2.996

The value obtained for the LUMO energy is -0.4 eV. The charge is 0. The calculation puts the relative energy (zero: lowest compared OMol25 entry of this formula, charge and spin) at 135.4 kcal per mole.


(11)
Below is an isolated molecule of C4H5NO2, with properties calculated with wB97M-V/def2-TZVPD.

Cartesian coordinates (Å):
H 1.070 1.847 1.117
N 0.089 1.588 0.930
C 0.109 0.742 -0.015
C 1.468 0.137 -0.330
O 1.907 -0.338 -1.340
C -1.108 0.036 -0.516
C -0.873 -1.274 0.221
O 0.226 -1.733 0.429
H 2.033 0.305 0.606
H -2.054 0.492 -0.192
H -1.122 -0.098 -1.607
H -1.746 -1.705 0.699

The value obtained for the LUMO energy is 0.2 eV. The charge is 0. The calculation puts the relative energy (zero: lowest compared OMol25 entry of this formula, charge and spin) at 49.4 kcal per mole.


(12)
Below is an isolated molecule of C4H5NO2, with properties calculated with wB97M-V/def2-TZVPD.

Cartesian coordinates (Å):
O 1.573 1.495 1.100
C 1.900 0.464 0.567
C 0.921 -0.472 -0.158
O 1.201 -1.003 -1.206
N -0.282 -0.502 0.528
C -1.517 -0.768 -0.164
C -1.004 0.623 -0.117
H 2.942 0.112 0.528
H -2.322 -1.019 0.517
H -1.489 -1.308 -1.107
H -0.621 0.995 -1.073
H -1.302 1.382 0.586

The value obtained for the LUMO energy is 0.0 eV. The charge is 0. The calculation puts the relative energy (zero: lowest compared OMol25 entry of this formula, charge and spin) at 54.8 kcal per mole.


(13)
Below is an isolated molecule of C4H5NO2, with properties calculated with wB97M-V/def2-TZVPD.

Cartesian coordinates (Å):
O -2.349 -0.482 -1.290
C -1.444 -0.068 -0.609
C -0.190 -0.854 -0.375
C 1.076 -0.140 -0.723
N 0.767 -0.422 0.654
C 0.410 0.654 1.495
O 0.496 1.822 1.209
H -1.480 0.936 -0.140
H -0.275 -1.927 -0.527
H 1.009 0.896 -1.050
H 1.899 -0.720 -1.131
H 0.079 0.305 2.486

The value obtained for the LUMO energy is 0.7 eV. The charge is 0. The calculation puts the relative energy (zero: lowest compared OMol25 entry of this formula, charge and spin) at 46.6 kcal per mole.


(14)
Below is an isolated molecule of C4H5NO2, with properties calculated with wB97M-V/def2-TZVPD.

Cartesian coordinates (Å):
C -1.572 -0.741 -0.625
C -0.450 -0.251 -0.096
C -0.093 1.210 -0.125
O 1.283 1.262 0.297
C 1.699 0.020 0.696
O 2.790 -0.240 1.124
N 0.640 -0.861 0.518
H -2.155 -0.117 -1.302
H -1.917 -1.752 -0.458
H -0.281 1.566 -1.131
H -0.683 1.815 0.572
H 0.787 -1.858 0.560

The value obtained for the LUMO energy is 0.8 eV. The charge is 0. The calculation puts the relative energy (zero: lowest compared OMol25 entry of this formula, charge and spin) at 7.3 kcal per mole.


(15)
Below is a structure of composition C4H5NO2, with properties calculated with wB97M-V/def2-TZVPD.

Cartesian coordinates (Å):
N 0.509 1.241 1.057
C 0.144 0.295 0.069
C -1.163 0.164 -0.662
C -0.672 -0.969 0.155
O 0.258 -1.758 -0.585
C 1.129 -0.690 -0.538
O 2.309 -0.725 -0.695
H 0.337 2.192 0.757
H 1.501 1.144 1.255
H -2.090 0.322 -0.154
H -1.170 0.116 -1.745
H -1.092 -1.333 1.085

The value obtained for the LUMO energy is 0.9 eV. The charge is 0. The calculation puts the relative energy (zero: lowest compared OMol25 entry of this formula, charge and spin) at 54.6 kcal per mole.


(16)
Below is an isolated molecule of C4H5NO2, with properties calculated with wB97M-V/def2-TZVPD.

Cartesian coordinates (Å):
O -1.440 0.900 -1.014
C -0.792 1.342 -0.080
C 0.445 0.626 0.554
O 1.031 1.297 1.434
C 0.780 -0.816 0.190
C -0.221 -1.805 0.066
N 0.423 -1.391 -1.117
H -1.040 2.260 0.501
H 1.773 -1.035 0.593
H -0.171 -2.758 0.651
H -1.267 -1.481 0.019
H -0.260 -0.901 -1.686

The value obtained for the LUMO energy is -0.9 eV. The charge is 0. The calculation puts the relative energy (zero: lowest compared OMol25 entry of this formula, charge and spin) at 64.3 kcal per mole.


(17)
Below is an isolated molecule of C4H5NO2, with properties calculated with wB97M-V/def2-TZVPD.

Cartesian coordinates (Å):
C -1.766 -0.657 0.185
C -0.582 0.209 0.121
C 0.217 1.190 -0.012
O 0.542 2.435 -0.332
N 0.916 0.075 0.595
C 1.635 -0.823 -0.227
O 1.121 -1.631 -0.962
H -1.624 -1.538 -0.448
H -1.937 -0.989 1.215
H -2.649 -0.109 -0.156
H 1.402 2.634 0.064
H 2.725 -0.796 -0.045

The value obtained for the LUMO energy is 0.5 eV. The charge is 0. The calculation puts the relative energy (zero: lowest compared OMol25 entry of this formula, charge and spin) at 86.0 kcal per mole.


(18)
Below is an isolated molecule of C4H5NO2, with properties calculated with wB97M-V/def2-TZVPD.

Cartesian coordinates (Å):
O 2.297 0.051 2.037
C 2.188 0.102 0.843
C 0.891 0.240 0.020
O 1.071 0.692 -1.099
N -0.360 0.063 0.542
C -1.460 -0.776 0.122
C -1.364 0.345 -0.781
H 3.053 0.129 0.141
H -2.272 -0.754 0.830
H -1.209 -1.755 -0.266
H -1.078 0.182 -1.833
H -1.827 1.304 -0.595

The value obtained for the LUMO energy is 0.0 eV. The charge is 0. The calculation puts the relative energy (zero: lowest compared OMol25 entry of this formula, charge and spin) at 74.4 kcal per mole.


(19)
Below is an isolated molecule of C4H5NO2, with properties calculated with wB97M-V/def2-TZVPD.

Cartesian coordinates (Å):
O -1.291 -1.808 1.286
C -0.754 -0.966 0.635
C 0.601 -0.251 0.877
C 1.038 0.399 -0.440
N -0.037 1.294 -0.858
C -1.139 0.693 -0.945
O -1.321 -0.626 -0.604
H 0.563 0.530 1.652
H 1.264 -1.037 1.241
H 1.172 -0.385 -1.200
H 1.964 0.978 -0.386
H -2.058 1.178 -1.258

The value obtained for the LUMO energy is 0.8 eV. The charge is 0. The calculation puts the relative energy (zero: lowest compared OMol25 entry of this formula, charge and spin) at 15.7 kcal per mole.


(20)
Below is an isolated molecule of C4H5NO2, with properties calculated with wB97M-V/def2-TZVPD.

Cartesian coordinates (Å):
O 2.206 -0.220 0.141
C 1.014 -0.064 0.023
O 0.419 1.098 -0.491
C -1.038 1.280 0.099
C -1.256 -0.170 0.630
C -1.153 -1.075 -0.660
N 0.042 -1.086 0.332
H -1.720 1.649 -0.642
H -0.687 2.006 0.953
H -1.751 -0.140 1.668
H -1.684 -2.133 -0.523
H -0.848 -0.642 -1.529

The value obtained for the LUMO energy is 0.7 eV. The charge is 0. The calculation puts the relative energy (zero: lowest compared OMol25 entry of this formula, charge and spin) at 76.7 kcal per mole.